DFT (wB97M-V/def2-TZVPD) results for a structure of composition C18H35LuN2S.

Computed properties:
**Energy above the lowest of the compared OMol25 structures with the same formula, charge and spin**: 15.8 kcal/mol
**Total charge**: +2
**Max |F|**: 1.7 eV/Å

Positions of all 57 atoms, in Å:
C1 1.60 2.33 -1.53
H1 2.52 2.93 -1.48
H2 1.78 1.57 -2.34
H3 1.57 1.82 -0.53
C2 0.36 3.18 -1.79
H4 -0.51 2.59 -2.17
H5 0.01 3.61 -0.84
C3 0.62 4.32 -2.79
H6 -0.27 4.94 -2.93
H7 1.42 4.97 -2.43
H8 0.92 3.94 -3.78
C4 -0.91 -1.93 -1.07
C5 -1.59 -1.18 -2.08
C6 -0.64 -0.89 -3.12
C7 0.63 -1.45 -2.73
C8 0.45 -2.10 -1.46
C9 1.47 -2.85 -0.67
C10 1.93 -1.38 -3.46
C11 -0.93 -0.11 -4.35
C12 -3.02 -0.77 -2.00
C13 -1.54 -2.54 0.13
Lu1 0.09 0.25 -1.14
H9 2.75 -1.74 -2.83
H10 1.91 -2.01 -4.36
H11 2.16 -0.36 -3.80
H12 2.49 -2.58 -0.95
H13 1.35 -2.68 0.42
H14 1.36 -3.94 -0.82
H15 -2.39 -1.94 0.48
H16 -1.93 -3.55 -0.07
H17 -0.81 -2.64 0.94
H18 -3.23 0.12 -2.61
H19 -3.68 -1.58 -2.36
H20 -3.32 -0.57 -0.96
H21 -0.16 0.65 -4.56
H22 -0.97 -0.76 -5.24
H23 -1.90 0.39 -4.28
C14 2.40 -0.43 2.84
N1 1.18 -0.19 3.63
C15 1.37 -0.11 5.08
C16 0.07 0.27 3.00
S1 0.21 0.87 1.36
N2 -1.14 0.33 3.60
C17 -1.45 0.00 4.99
C18 -2.31 0.73 2.81
H24 3.22 -0.63 3.54
H25 2.67 0.45 2.24
H26 2.32 -1.29 2.17
H27 0.88 0.77 5.50
H28 1.07 -1.04 5.59
H29 2.44 -0.02 5.29
H30 -1.55 0.90 5.63
H31 -2.40 -0.54 5.03
H32 -0.71 -0.67 5.42
H33 -2.10 1.64 2.22
H34 -2.62 -0.06 2.11
H35 -3.13 0.93 3.50

Now the natural (NBO) charges, all in e: C -0.6619; H 0.3065; H 0.2120; H 0.1958; C -0.4103; H 0.1814; H 0.2439; C -0.6021; H 0.2454; H 0.2353; H 0.2227; C -0.1799; C -0.1580; C -0.1932; C -0.1240; C -0.1798; C -0.6402; C -0.6542; C -0.6444; C -0.6456; C -0.6328; Lu 1.9043; H 0.2362; H 0.2660; H 0.2199; H 0.2322; H 0.2210; H 0.2646; H 0.2215; H 0.2602; H 0.2251; H 0.2329; H 0.2676; H 0.2258; H 0.2229; H 0.2683; H 0.2361; C -0.4098; N -0.3938; C -0.4186; C 0.4525; S -0.3722; N -0.3718; C -0.4270; C -0.4133; H 0.2377; H 0.2197; H 0.2119; H 0.2275; H 0.2210; H 0.2377; H 0.2323; H 0.2354; H 0.2311; H 0.2278; H 0.2107; H 0.2397



DFT (wB97M-V/def2-TZVPD) results for a cluster of 12 separate species, BH26O11 in total.

Computed properties:
**Energy above the lowest of the compared OMol25 structures with the same formula, charge and spin**: 30.4 kcal/mol
**Total charge**: -1
**Max |F|**: 2.7 eV/Å

Positions of all 38 atoms, in Å:
B1 30.20 9.69 -6.64
H1 30.78 8.75 -6.15
H2 30.32 10.66 -5.97
H3 30.64 9.91 -7.76
H4 29.02 9.44 -6.69
O1 26.55 8.19 -4.73
H5 26.42 7.68 -5.55
H6 27.47 8.15 -4.54
O2 30.02 11.56 -2.71
H7 30.79 11.20 -3.18
H8 29.74 12.29 -3.27
O3 31.82 9.37 -3.60
H9 31.32 9.55 -4.41
H10 32.16 8.53 -3.85
O4 27.56 8.33 -9.02
H11 26.90 7.67 -8.91
H12 27.16 8.64 -9.85
O5 29.26 11.72 -9.40
H13 29.83 11.73 -8.62
H14 29.77 11.08 -9.86
O6 30.77 5.36 -7.09
H15 31.03 6.24 -7.28
H16 30.04 5.14 -7.65
O7 29.95 7.54 -9.32
H17 30.36 8.16 -8.76
H18 29.00 7.80 -9.19
O8 27.89 6.32 -6.49
H19 28.03 7.04 -7.05
H20 27.89 5.58 -7.11
O9 26.62 10.87 -7.75
H21 27.34 10.28 -7.96
H22 26.64 11.03 -6.84
O10 29.17 7.72 -3.83
H23 28.95 8.51 -3.34
H24 29.59 7.97 -4.67
O11 27.48 11.34 -4.88
H25 28.25 10.85 -5.17
H26 27.81 12.22 -4.56

Now the natural (NBO) charges, all in e: B -0.7559; H -0.0704; H -0.0507; H -0.0603; H -0.0550; O -0.9676; H 0.4678; H 0.4788; O -0.9436; H 0.4886; H 0.4533; O -0.9725; H 0.4966; H 0.4718; O -0.9083; H 0.4746; H 0.4886; O -0.9359; H 0.4813; H 0.4562; O -0.9448; H 0.4840; H 0.4606; O -1.0096; H 0.4806; H 0.4757; O -0.9214; H 0.4697; H 0.4541; O -0.9772; H 0.4844; H 0.4869; O -0.9594; H 0.4779; H 0.4983; O -0.9554; H 0.5005; H 0.4574



DFT (wB97M-V/def2-TZVPD) results for a structure of composition C16H45NO6S4.

Computed properties:
**Electronic energy**: -74411.683 eV
**Max |F|**: 16.1 eV/Å

Positions of all 72 atoms, in Å:
C1 4.12 3.05 1.32
C2 3.49 1.71 1.51
N1 1.98 1.72 1.71
C3 1.26 2.37 0.55
C4 1.36 0.37 1.61
C5 1.85 -0.79 2.53
C6 1.54 2.26 3.12
C7 0.13 2.11 3.59
O1 0.01 3.02 4.69
C8 -1.25 2.96 5.40
H1 4.10 3.52 2.23
H2 3.86 3.52 0.38
H3 5.16 2.77 1.12
H4 4.09 1.36 2.38
H5 3.74 1.29 0.62
H6 1.69 3.38 0.68
H7 0.14 2.55 0.64
H8 1.85 1.87 -0.33
H9 1.59 0.00 0.60
H10 0.42 0.39 1.62
H11 2.60 -1.15 2.03
H12 1.18 -1.39 3.01
H13 2.23 -0.37 3.55
H14 1.93 3.29 3.05
H15 2.32 1.72 3.94
H16 0.08 0.97 3.91
H17 -0.47 2.26 2.71
H18 -1.58 2.17 6.16
H19 -1.86 3.23 4.71
H20 -1.23 3.85 6.15
O2 -0.88 0.53 -0.97
H21 -0.85 -0.33 -1.34
C9 1.24 -2.47 -1.61
S1 1.60 -0.83 -2.15
O3 2.96 -0.42 -1.65
C10 1.80 -1.10 -3.85
H22 0.43 -3.22 -1.88
H23 1.38 -2.46 -0.58
H24 2.32 -2.95 -1.90
H25 2.40 -0.33 -4.30
H26 1.03 -1.68 -4.46
H27 2.59 -1.92 -3.87
C11 -4.23 -0.11 -3.32
S2 -3.09 -1.27 -2.61
O4 -3.91 -2.44 -2.07
C12 -2.23 -1.78 -3.99
H28 -4.73 -0.60 -4.23
H29 -3.77 0.75 -3.56
H30 -5.22 0.01 -2.58
H31 -1.47 -0.88 -4.32
H32 -3.02 -2.41 -4.80
H33 -1.52 -2.54 -3.57
C13 -1.60 -2.82 1.13
S3 -1.88 -4.22 0.09
O5 -0.51 -4.75 -0.35
C14 -2.26 -5.30 1.52
H34 -2.51 -2.69 1.68
H35 -1.35 -1.93 0.51
H36 -0.70 -3.27 1.55
H37 -3.27 -5.01 1.82
H38 -1.59 -5.24 2.31
H39 -2.30 -6.29 1.13
C15 -1.95 1.60 -1.29
S4 -1.43 0.50 -2.64
O6 -2.22 0.62 -3.89
C16 -0.04 1.71 -3.04
H40 -1.22 1.65 -0.49
H41 -2.84 1.23 -0.93
H42 -2.23 2.63 -1.31
H43 0.53 2.14 -2.10
H44 -0.37 2.63 -3.45
H45 0.57 1.28 -3.80

Now the Löwdin charges, all in e: C -0.0696; C -0.1645; N -0.2391; C 0.0098; C -0.1802; C 0.0055; C -0.0853; C -0.2133; O -0.1673; C -0.0670; H 0.0551; H 0.0924; H 0.1068; H 0.1529; H 0.0936; H 0.0942; H 0.1212; H 0.1447; H 0.1058; H 0.0348; H 0.0188; H 0.0437; H 0.1088; H 0.1248; H 0.1871; H 0.1668; H 0.1161; H 0.1205; H 0.0108; H 0.1189; O -0.5039; H -0.0748; C -0.2531; S 0.7395; O -0.5228; C -0.2850; H 0.0698; H -0.0088; H 0.1118; H 0.0487; H 0.0972; H 0.0687; C -0.2687; S 0.7115; O -0.5697; C -0.3423; H 0.0815; H -0.0406; H 0.1250; H 0.0830; H 0.1600; H 0.0370; C -0.2695; S 0.8504; O -0.5768; C -0.2462; H 0.0549; H 0.0500; H 0.0444; H 0.0601; H 0.0287; H 0.0417; C -0.3854; S 0.6905; O -0.6590; C -0.1880; H 0.0042; H 0.0485; H 0.0338; H 0.0737; H 0.0284; H 0.0050



Which value of max |F| does entry 3 give? 16.1 eV/Å



Which value of max |F| does entry 2 give? 2.7 eV/Å



Which value of max |F| does entry 3 give? 16.1 eV/Å